Model A:
The following is a quantum chemistry calculation of one molecule with the formula C4H7NO, from OMol25.

spin multiplicity = 1
SMILES = CCC=C=NO
orbital gap = 10.2 eV

Atoms and positions in Å:
C1 -0.7407 -0.9782 -0.6676
C2 -1.4400 0.1562 0.0736
C3 -0.4080 1.0422 0.7456
C4 0.8561 0.6992 0.7054
N1 1.9579 0.1319 0.7089
O1 2.7385 0.3688 -0.4290
H1 -1.4089 -1.5384 -1.3232
H2 -0.2778 -1.6703 0.0430
H3 0.0634 -0.5553 -1.2756
H4 -2.0371 0.7512 -0.6298
H5 -2.1452 -0.2289 0.8238
H6 -0.7043 1.9583 1.2478
H7 3.5262 -0.1578 -0.2342

Model B:
The following is a quantum chemistry calculation of one molecule with the formula C4H7NO, from OMol25.

spin multiplicity = 1
SMILES = C[C@H]1CN1C=O
orbital gap = 10.7 eV

Atoms and positions in Å:
C1 -0.2041 -1.4996 0.5198
C2 0.1752 -0.0718 0.8269
C3 1.1973 0.6424 -0.0106
N1 -0.1779 1.0497 -0.0133
C4 -1.0074 1.2206 -1.0951
O1 -0.6868 1.7447 -2.1378
H1 -1.2599 -1.6940 0.7401
H2 0.3981 -2.1617 1.1532
H3 -0.0100 -1.7533 -0.5298
H4 0.1484 0.1887 1.8856
H5 1.9104 1.3251 0.4455
H6 1.5618 0.1207 -0.8979
H7 -2.0450 0.8887 -0.8866

Sorted by energy, starting with the most stable: model B, model A.

Model A:
The following is a quantum chemistry calculation of C4H7NO as an isolated structure, from OMol25.

spin multiplicity = 1
orbital gap = 9.8 eV

Atoms and positions in Å:
O1 1.7536 -0.0716 1.0185
C1 1.2925 0.4450 -0.1946
C2 -0.0599 -0.8986 -0.5261
C3 -1.3535 -0.5147 0.1310
C4 -1.6785 0.8579 -0.2211
N1 -1.8585 1.9799 -0.4428
H1 1.7930 0.5233 1.7784
H2 2.1394 0.5235 -0.9550
H3 0.9345 1.5143 -0.0954
H4 0.0329 -2.0173 -0.3571
H5 -0.0625 -0.7223 -1.5707
H6 -0.7117 -0.4594 1.6869
H7 -2.2213 -1.1601 -0.2521

Model B:
The following is a quantum chemistry calculation of a 2-piece molecular cluster, C4H7NO overall, from OMol25.

spin multiplicity = 1
orbital gap = 9.3 eV

Atoms and positions in Å:
O1 2.4086 1.7289 -0.6214
C1 0.5163 -0.3303 -0.2854
C2 -0.1564 -1.6306 0.1110
C3 -1.2095 -0.6415 -0.1765
N1 -1.4331 0.1691 1.0159
C4 -0.3038 0.6641 0.2716
H1 2.7254 1.5225 0.2660
H2 1.9476 0.9024 -0.8774
H3 -0.1591 -1.9190 1.1635
H4 0.0302 -2.4471 -0.5816
H5 -1.8360 -0.5575 -1.0566
H6 -2.2181 0.8079 0.8944
H7 -0.2661 1.7021 -0.0574

Sorted by energy, starting with the most stable: model B, model A.

Model A:
The following is a quantum chemistry calculation of a 3-piece molecular cluster, C4H7NO overall, from OMol25.

spin multiplicity = 1
SMILES = C=CC#N.[H][H].C=O
orbital gap = 10.6 eV

Atoms and positions in Å:
C1 -1.1192 -0.0396 -1.2094
C2 -0.1293 0.6407 -1.7862
C3 1.2436 0.4066 -1.4325
N1 2.3441 0.2231 -1.1179
H1 -2.1539 0.1607 -1.4681
H2 -0.9315 -0.8016 -0.4602
H3 -0.3116 1.4136 -2.5259
H4 -1.7751 -1.8322 1.5853
H5 -1.4471 -1.1878 1.7710
C4 1.0781 0.2518 1.6616
O1 -0.0416 0.6428 1.8892
H6 1.9490 0.9315 1.6596
H7 1.2945 -0.8096 1.4335

Model B:
The following is a quantum chemistry calculation of C4H7NO as an isolated structure, from OMol25.

spin multiplicity = 1
orbital gap = 9.6 eV

Atoms and positions in Å:
C1 -0.1120 -0.0304 1.3318
C2 -0.7298 0.8167 -0.7113
C3 0.5857 0.1396 -0.8922
C4 0.1219 -0.8428 0.1140
H1 -0.4271 -0.7388 2.2802
H2 0.7353 0.6702 1.6321
H3 -1.4836 0.3723 -1.2182
H4 -0.9551 1.9376 -0.9127
H5 1.4264 0.7118 -0.5470
H6 1.9500 -1.2629 -0.9229
H7 -0.8684 -1.4266 -0.0162
N1 0.8563 -1.2588 -0.7965
O1 -1.0996 0.9122 0.6587

Model C:
The following is a quantum chemistry calculation of one molecule with the formula C4H7NO, from OMol25.

spin multiplicity = 1
orbital gap (spin up / spin down) = 8.0 / 8.0 eV

Atoms and positions in Å:
O1 -2.7935 -0.2015 1.0404
C1 -1.6602 -0.4556 0.7202
C2 -0.6878 0.6801 0.4767
N1 0.4714 0.2346 -0.2521
C3 0.4588 -0.3594 -1.4451
C4 1.6808 0.1256 0.3057
H1 -1.2722 -1.5030 0.6319
H2 -0.3520 1.0190 1.4629
H3 -1.1768 1.4957 -0.0517
H4 1.2705 -0.1867 -2.1319
H5 -0.3301 -1.0481 -1.7076
H6 2.2557 -0.7770 0.1695
H7 2.1353 0.9763 0.7812

Model D:
The following is a quantum chemistry calculation of a 2-piece molecular cluster, C4H7NO overall, from OMol25.

spin multiplicity = 1
orbital gap = 9.2 eV

Atoms and positions in Å:
N1 -1.8122 -1.4936 0.3184
C1 -1.0078 -0.8182 -0.3662
O1 0.1508 -0.3443 0.1947
C2 0.9216 0.5704 -0.5125
C3 0.4164 1.6453 -1.0937
C4 1.2265 -0.5498 1.8041
H1 -2.5875 -1.7985 -0.2683
H2 -1.0739 -0.5442 -1.4239
H3 1.9658 0.3007 -0.4319
H4 1.0858 2.3284 -1.6019
H5 -0.6403 1.8906 -1.0470
H6 0.6844 -1.4570 2.1242
H7 0.6705 0.2703 2.3041

Sorted by energy, starting with the most stable: model A, model C, model D, model B.

Model A:
The following is a quantum chemistry calculation of one molecule with the formula C4H7NO, from OMol25.

spin multiplicity = 1
SMILES = C[C@@]1(C=O)CN1
orbital gap = 10.4 eV

Atoms and positions in Å:
C1 0.2351 1.6014 0.0756
C2 -0.0232 -0.0789 0.1435
C3 1.2594 -0.5435 -0.4465
O1 2.0283 0.2998 -0.8480
C4 -0.9356 -1.2547 0.7320
N1 -1.3698 -0.3828 -0.3077
H1 0.7575 2.0515 -0.8114
H2 -0.7864 1.9240 0.0033
H3 0.7957 2.0030 0.9234
H4 1.6158 -1.5847 -0.4422
H5 -0.7411 -2.3005 0.4100
H6 -1.4606 -1.2481 1.6901
H7 -1.4477 -0.8034 -1.2212

Model B:
The following is a quantum chemistry calculation of one molecule with the formula C4H7NO, from OMol25.

spin multiplicity = 1
SMILES = CC=C=[N+](C)[O-]
orbital gap = 9.2 eV

Atoms and positions in Å:
C1 1.8167 0.6928 1.2896
C2 1.3691 -0.0508 -0.1164
C3 0.1786 -0.4875 -0.3244
N1 -1.0149 -0.9109 -0.3619
C4 -2.0262 -0.0398 -0.9804
O1 -1.3960 -2.0534 0.0107
H1 2.3551 1.5948 1.0243
H2 0.9306 0.9191 1.8666
H3 2.4613 0.0052 1.8230
H4 2.1744 -0.1289 -0.8288
H5 -2.1465 -0.3229 -2.0276
H6 -2.9728 -0.2228 -0.4655
H7 -1.7294 1.0050 -0.9092

Model C:
The following is a quantum chemistry calculation of one molecule with the formula C4H7NO, from OMol25.

spin multiplicity = 1
orbital gap = 8.7 eV

Atoms and positions in Å:
C1 0.6929 0.9626 1.3692
C2 0.3605 0.1310 0.1843
C3 -1.3136 -0.3980 -1.1399
N1 -0.4976 0.6312 -0.8767
C4 0.6492 -1.1797 -0.0528
O1 -0.0266 -1.8493 -0.9411
H1 1.2114 1.8954 1.1169
H2 -0.2110 1.2264 1.9416
H3 1.3263 0.3710 2.0373
H4 -1.6967 -0.5739 -2.1355
H5 -1.9343 -0.6806 -0.2924
H6 -0.0133 1.0089 -1.6926
H7 1.4896 -1.6409 0.4800

Model D:
The following is a quantum chemistry calculation of C4H7NO as an isolated structure, from OMol25.

spin multiplicity = 1
orbital gap = 8.4 eV

Atoms and positions in Å:
C1 -1.6934 0.6648 -0.2544
C2 -0.6788 -0.4695 -0.0621
C3 0.5851 0.1896 0.4078
O1 1.6217 -1.2412 0.8259
C4 1.3876 0.7996 -0.5950
N1 2.0870 1.3791 -1.3290
H1 -2.6710 0.2595 -0.5291
H2 -1.7966 1.2413 0.6700
H3 -1.3719 1.3499 -1.0462
H4 -0.5782 -1.0487 -0.9919
H5 -1.0455 -1.1476 0.7170
H6 1.6410 -0.8795 1.7263
H7 2.5129 -1.0974 0.4606

Sorted by energy, starting with the most stable: model C, model A, model D, model B.

Model A:
The following is a quantum chemistry calculation of a 2-piece molecular cluster, C4H7NO overall, from OMol25.

spin multiplicity = 1
SMILES = [H]/N=C\C.C=C=O
orbital gap = 9.9 eV

Atoms and positions in Å:
H1 -0.0721 -0.2721 2.4067
N1 -0.1350 -0.7364 1.5547
C1 0.7644 -0.8179 0.6745
C2 2.2196 -0.3548 0.6773
H2 0.6823 -1.4312 -0.2435
H3 2.1541 0.4198 -0.0568
H4 2.9667 -1.0757 0.2852
H5 2.4448 -0.1032 1.6344
C3 -2.6696 0.9585 -1.3723
C4 -1.3955 0.8769 -1.5100
O1 -0.2217 0.7237 -1.4680
H6 -3.3443 1.7476 -1.2223
H7 -3.3936 0.0648 -1.3597

Model B:
The following is a quantum chemistry calculation of one molecule with the formula C4H7NO, from OMol25.

spin multiplicity = 1
SMILES = N#CCCCO
orbital gap = 10.6 eV

Atoms and positions in Å:
N1 -2.4104 1.7508 -0.2791
C1 -1.8165 0.7866 -0.0265
C2 -0.9751 -0.3585 0.2950
C3 0.0003 -0.6677 -0.8564
C4 1.1577 0.1810 -0.2823
O1 1.3158 -0.0682 1.2899
H1 -0.1684 -0.1490 1.2171
H2 -1.5189 -1.2176 0.6583
H3 0.2462 -1.7334 -0.9378
H4 -0.3375 -0.3782 -1.8839
H5 2.1514 -0.1050 -0.5601
H6 0.9001 1.2314 -0.4791
H7 1.4554 0.7278 1.8450

Sorted by energy, starting with the most stable: model B, model A.

Model A:
The following is a quantum chemistry calculation of one molecule with the formula C4H7NO, from OMol25.

spin multiplicity = 1
SMILES = C[C@@]1(C=O)CN1
orbital gap = 10.7 eV

Atoms and positions in Å:
C1 1.3706 -0.6241 0.1847
C2 -0.0121 -0.0396 0.0201
C3 -1.1523 -0.9911 0.2492
O1 -2.0262 -0.8891 1.0748
C4 -0.2363 1.4086 0.1438
N1 -0.2082 0.7743 -1.1872
H1 1.3995 -1.6620 -0.1658
H2 2.0711 -0.0393 -0.4184
H3 1.6882 -0.6010 1.2324
H4 -1.1544 -1.8062 -0.5103
H5 -1.1908 1.7709 0.5130
H6 0.6191 2.0410 0.3812
H7 -1.1681 0.6579 -1.5175

Model B:
The following is a quantum chemistry calculation of C4H7NO as an isolated structure, from OMol25.

spin multiplicity = 1
orbital gap = 10.7 eV

Atoms and positions in Å:
C1 1.7306 0.0224 0.3811
C2 0.5142 0.0799 -0.5108
C3 -1.0673 -0.9043 0.0212
N1 -1.7106 0.1634 -0.7427
C4 -0.6308 0.9395 -0.2366
O1 -0.6576 1.8899 0.5018
H1 2.3931 0.9023 0.3812
H2 1.3943 -0.1516 1.4007
H3 2.3436 -0.8230 0.0487
H4 0.8274 0.1671 -1.5827
H5 -1.4239 -0.8841 1.0905
H6 -1.1081 -1.9241 -0.3378
H7 -2.6049 0.5226 -0.4145

Model C:
The following is a quantum chemistry calculation of one molecule with the formula C4H7NO, from OMol25.

spin multiplicity = 1
SMILES = C=C(O)/N=C\C
orbital gap = 9.6 eV

Atoms and positions in Å:
C1 1.4681 -0.5816 0.8179
C2 0.9565 -0.5864 -0.4144
O1 1.6799 -0.3232 -1.5372
N1 -0.3957 -0.9978 -0.7213
C3 -1.3711 -0.3037 -0.3757
C4 -1.4721 1.0291 0.2768
H1 0.8485 -0.7755 1.6739
H2 2.5285 -0.4863 0.9870
H3 2.6162 -0.2648 -1.3095
H4 -2.3288 -0.7803 -0.7328
H5 -0.4934 1.4992 0.3443
H6 -1.8812 0.9101 1.2800
H7 -2.1555 1.6612 -0.2888

Model D:
The following is a quantum chemistry calculation of one molecule with the formula C4H7NO, from OMol25.

spin multiplicity = 1
SMILES = N#CCCCO
orbital gap = 11.4 eV

Atoms and positions in Å:
N1 0.0330 -0.5319 -2.5950
C1 0.6538 -0.6206 -1.6231
C2 1.2483 -0.5553 -0.2867
C3 0.5139 0.6786 0.4619
C4 -1.0029 0.4808 0.4075
O1 -1.3129 -0.6512 1.1947
H1 1.0604 -1.5360 0.1881
H2 2.3476 -0.5369 -0.4061
H3 0.8567 0.7649 1.5007
H4 0.6850 1.6730 0.0077
H5 -1.5856 1.3623 0.7319
H6 -1.2533 0.3374 -0.6516
H7 -2.2441 -0.8652 1.0700

Sorted by energy, starting with the most stable: model D, model C, model A, model B.